A 6-piece molecular cluster, C54H114N6O6 overall. Source: the Open Molecules 2025 dataset; level of theory: ωB97M-V/def2-TZVPD.

Summary:
**ΔE to the lowest compared entry with this formula, charge and spin**: 245.4 kcal/mol
**E**: -2905.27583 Eh
**Kohn-Sham gap**: 8.3609 eV
**E_LUMO**: 0.36 eV
**Net charge**: 0
**Max |F|**: 4.91 eV/A

Last columns: bonded neighbours and bond lengths (Å).
Positions of all 180 atoms, in Å:
1 C -15.6061 10.7936 17.8092  C25 1.515, H111 1.090, H133 1.090, C153 1.489
2 C -18.9842 9.0603 17.2803  C21 1.579, H45 1.090, H61 1.090, H74 1.090
3 C -9.8432 15.0419 17.3665  C127 1.480, H146 1.090, C151 1.628, H162 1.090
4 H -18.4101 12.4704 16.5227  C156 1.090
5 H -25.4266 8.4994 27.2661  C176 1.090
6 N -17.0888 10.1643 15.9465  C21 1.458, C153 1.516, O167 1.412
7 O -18.9426 6.5468 28.1101  H126 0.960, N174 1.364
8 H -18.1572 6.5989 23.9392  C89 1.090
9 H -12.4085 15.7170 18.0215  C93 1.090
10 C -19.8088 7.5402 25.4788  H86 1.090, H117 1.090, C129 1.496, H150 1.090
11 H -15.3257 9.4282 19.3198  C25 1.090
12 H -23.1178 17.9595 29.4444  C38 1.090
13 H -18.0764 9.6204 25.9133  C55 1.090
14 C -17.0367 5.4963 27.0905  C40 1.544, C52 1.704, C104 1.563, N174 1.465
15 H -18.6737 9.1296 27.2406  C55 1.090
16 H -15.6038 7.0012 27.4919  C40 1.090
17 H -17.3767 10.4307 14.1489  O167 0.960
18 O -21.6278 19.9550 25.4860  N99 1.432, H165 0.960
19 N -10.6922 13.3693 18.9901  O43 1.491, C49 1.516, C127 1.490
20 H -22.8783 12.0725 23.6025  C78 1.090
21 C -17.5747 8.9433 16.5792  C2 1.579, N6 1.458, C26 1.581, C119 1.558
22 H -25.4215 20.6207 25.7535  C144 1.090
23 C -24.5605 13.0334 25.2118  H32 1.090, H62 1.090, H95 1.090, C160 1.516
24 C -19.1261 13.2666 24.4131  C34 1.553, C121 1.512, H130 1.090, H166 1.090
25 C -16.1675 9.6859 18.6771  C1 1.515, H11 1.090, H30 1.090, C119 1.553
26 C -17.6744 7.7670 15.5272  C21 1.581, H41 1.090, H47 1.090, H177 1.090
27 N -24.7088 10.5865 24.7356  C120 1.531, O125 1.352, C160 1.497
28 H -25.1648 8.0856 24.4705  C135 1.090
29 H -23.3226 22.3333 25.1336  C171 1.090
30 H -16.9622 10.1585 19.2543  C25 1.090
31 C -23.6341 20.7558 26.7162  C87 1.537, N99 1.515, C144 1.475, C171 1.612
32 H -24.8356 13.3372 24.2018  C23 1.090
33 H -25.7804 9.9002 27.9146  C176 1.090
34 C -19.0636 14.7712 24.0340  C24 1.553, C60 1.479, N137 1.478, C159 1.579
35 H -20.6074 16.1292 23.1924  C159 1.090
36 O -18.2382 16.0868 22.2625  H69 0.960, N137 1.417
37 H -14.9862 12.9022 16.3418  C48 1.090
38 C -23.0372 18.9152 28.9267  H12 1.090, H70 1.090, C109 1.506, C124 1.534
39 C -20.6638 18.7485 28.2366  H103 1.090, H116 1.090, C124 1.599, H180 1.090
40 C -15.9983 6.1413 28.0332  C14 1.544, H16 1.090, H46 1.090, H102 1.090
41 H -16.6949 7.7288 15.0505  C26 1.090
42 H -18.3429 3.5937 26.9358  C104 1.090
43 O -10.3862 12.1320 19.7633  N19 1.491, H73 0.960
44 H -22.1071 10.8788 24.5823  C78 1.090
45 H -19.6558 9.6364 16.6438  C2 1.090
46 H -15.2379 5.3887 28.2417  C40 1.090
47 H -17.9199 6.8176 16.0030  C26 1.090
48 C -15.5910 12.1722 15.8038  H37 1.090, H59 1.090, H83 1.090, C153 1.591
49 C -11.7282 14.2855 19.6101  N19 1.516, C66 1.525, C93 1.581, C112 1.482
50 H -15.7080 7.3138 25.4480  C94 1.090
51 H -24.1080 21.4998 28.7372  C87 1.090
52 C -16.2840 5.2888 25.5757  C14 1.704, H80 1.090, C94 1.515, H139 1.090
53 H -21.8742 12.5744 25.0680  C78 1.090
54 H -21.5009 17.2584 26.3252  C96 1.090
55 C -17.9101 8.7573 26.5578  H13 1.090, H15 1.090, H71 1.090, C129 1.532
56 H -24.7609 19.0410 26.0010  C144 1.090
57 H -11.9651 15.2036 21.6356  C66 1.090
58 H -16.9912 7.8083 18.3909  C119 1.090
59 H -16.1203 12.7017 15.0116  C48 1.090
60 C -18.4213 15.5224 25.1348  C34 1.479, H77 1.090, H115 1.090, H131 1.090
61 H -19.4372 8.0694 17.3115  C2 1.090
62 H -25.4646 13.1301 25.8128  C23 1.090
63 H -15.6152 6.5542 23.9434  C94 1.090
64 H -23.2921 9.1419 26.4588  C172 1.090
65 H -15.0482 13.7863 22.9024  C85 1.090
66 C -11.2274 14.7502 20.9735  C49 1.525, H57 1.090, H97 1.090, H175 1.090
67 H -9.6957 16.4032 18.9955  C151 1.090
68 H -8.8792 13.0271 16.1358  C173 1.090
69 H -18.9484 16.0482 21.6178  O36 0.960
70 H -22.6129 19.5452 29.7085  C38 1.090
71 H -16.8792 8.8525 26.8986  C55 1.090
72 H -18.0624 11.6555 18.0541  C156 1.090
73 H -10.8344 11.5216 19.1732  O43 0.960
74 H -19.0663 9.5662 18.2422  C2 1.090
75 H -17.8593 12.8438 20.5547  C110 1.090
76 H -16.3225 12.0834 23.3865  C114 1.090
77 H -17.6220 14.9284 25.5781  C60 1.090
78 C -22.5730 11.8631 24.6278  H20 1.090, H44 1.090, H53 1.090, C160 1.466
79 H -17.7014 4.1522 28.5438  C104 1.090
80 H -16.6935 4.4732 24.9796  C52 1.090
81 H -25.4391 21.0264 27.7864  C87 1.090
82 H -23.4917 9.4635 28.1784  C172 1.090
83 H -14.6459 11.7360 15.4804  C48 1.090
84 H -24.7541 9.8854 23.1056  O125 0.960
85 C -15.8108 14.5611 22.8236  H65 1.090, H108 1.090, C155 1.550, H157 1.090
86 H -20.1744 6.6960 24.8942  C10 1.090
87 C -24.4214 20.7264 28.0360  C31 1.537, H51 1.090, H81 1.090, C109 1.598
88 H -17.9537 11.3763 24.7045  C121 1.090
89 C -17.6567 7.1402 24.7420  H8 1.090, H91 1.090, C94 1.504, C129 1.485
90 H -7.8354 13.1297 19.4431  C142 1.090
91 H -17.3812 8.0590 24.2243  C89 1.090
92 H -21.1964 14.5392 23.3989  C159 1.090
93 C -11.8063 15.7108 18.9300  H9 1.090, C49 1.581, H100 1.090, C151 1.553
94 C -16.2533 6.6044 24.8256  H50 1.090, C52 1.515, H63 1.090, C89 1.504
95 H -23.9603 13.8254 25.6597  C23 1.090
96 C -22.3875 17.4239 26.9373  H54 1.090, C124 1.639, H164 1.090, H179 1.090
97 H -10.9659 13.8478 21.5261  C66 1.090
98 H -7.2831 14.4331 18.5426  C142 1.090
99 N -22.3135 20.0146 26.7421  O18 1.432, C31 1.515, C124 1.483
100 H -12.1984 16.5210 19.5448  C93 1.090
101 H -23.9027 11.7962 27.6194  C141 1.090
102 H -16.5489 6.3976 28.9384  C40 1.090
103 H -20.5707 17.8386 28.8294  C39 1.090
104 C -17.5169 4.0589 27.4736  C14 1.563, H42 1.090, H79 1.090, H118 1.090
105 H -8.1918 14.8191 19.7403  C142 1.090
106 H -15.6720 8.0686 17.3221  C119 1.090
107 H -24.0630 20.1467 24.7320  C144 1.090
108 H -15.4754 15.3078 22.1039  C85 1.090
109 C -24.4826 19.3032 28.7611  C38 1.506, C87 1.598, H152 1.090, H161 1.090
110 C -17.1506 13.5987 20.8951  H75 1.090, H134 1.090, H154 1.090, C155 1.545
111 H -15.2273 11.7254 18.2291  C1 1.090
112 C -13.0747 13.6673 19.6185  C49 1.482, H140 1.090, H163 1.090, H170 1.090
113 H -24.1731 22.8752 26.5956  C171 1.090
114 C -17.3020 12.5053 23.1612  H76 1.090, C121 1.406, H145 1.090, C155 1.564
115 H -19.0567 15.9614 25.9040  C60 1.090
116 H -20.4755 19.6586 28.8062  C39 1.090
117 H -19.9004 8.3849 24.7959  C10 1.090
118 H -16.7178 3.3185 27.4379  C104 1.090
119 C -16.5742 8.5457 17.7050  C21 1.558, C25 1.553, H58 1.090, H106 1.090
120 C -25.7790 9.8991 25.5877  N27 1.531, C135 1.490, C147 1.459, C176 1.570
121 C -17.8658 12.4317 24.4469  C24 1.512, H88 1.090, C114 1.406, H123 1.090
122 H -22.4816 22.6985 26.7114  C171 1.090
123 H -17.1034 12.7946 25.1362  C121 1.090
124 C -22.1545 18.8703 27.6723  C38 1.534, C39 1.599, C96 1.639, N99 1.483
125 O -25.0682 10.7288 23.4398  N27 1.352, H84 0.960
126 H -19.7308 6.0236 27.9468  O7 0.960
127 C -9.5566 13.8081 18.1317  C3 1.480, N19 1.490, C142 1.611, C173 1.539
128 H -27.7909 10.1285 26.3878  C147 1.090
129 C -18.4081 7.4232 25.9916  C10 1.496, C55 1.532, C89 1.485, N174 1.480
130 H -19.4689 12.9840 25.4085  C24 1.090
131 H -18.1004 16.4627 24.6864  C60 1.090
132 H -26.6623 8.9012 24.0233  C135 1.090
133 H -14.8283 10.1770 17.3587  C1 1.090
134 H -16.1923 13.2901 20.4774  C110 1.090
135 C -26.0288 8.6204 24.8648  H28 1.090, C120 1.490, H132 1.090, H149 1.090
136 H -26.9710 11.4814 26.3679  C147 1.090
137 N -18.3310 14.7592 22.7503  C34 1.478, O36 1.417, C155 1.526
138 H -21.0452 15.4776 24.8220  C159 1.090
139 H -15.2230 5.2335 25.8191  C52 1.090
140 H -13.1493 12.7919 20.2636  C112 1.090
141 C -23.4753 11.2210 26.7980  H101 1.090, H148 1.090, C160 1.621, C172 1.517
142 C -8.2041 14.0426 18.9754  H90 1.090, H98 1.090, H105 1.090, C127 1.611
143 H -10.6234 17.1269 17.6776  C151 1.090
144 C -24.4862 20.0612 25.7328  H22 1.090, C31 1.475, H56 1.090, H107 1.090
145 H -17.6452 11.6863 22.5292  C114 1.090
146 H -10.5070 14.8986 16.5140  C3 1.090
147 C -27.0515 10.5959 25.7374  C120 1.459, H128 1.090, H136 1.090, H169 1.090
148 H -22.3900 11.2358 26.8978  C141 1.090
149 H -26.4562 7.7979 25.4383  C135 1.090
150 H -20.5460 7.8845 26.2042  C10 1.090
151 C -10.4950 16.2250 18.2761  C3 1.628, H67 1.090, C93 1.553, H143 1.090
152 H -25.0430 19.3652 29.6939  C109 1.090
153 C -16.5273 11.3125 16.7610  C1 1.489, N6 1.516, C48 1.591, C156 1.531
154 H -17.3922 14.5471 20.4150  C110 1.090
155 C -17.1371 13.8697 22.4157  C85 1.550, C110 1.545, C114 1.564, N137 1.526
156 C -17.6298 12.2541 17.2525  H4 1.090, H72 1.090, C153 1.531, H158 1.090
157 H -15.6016 14.8728 23.8469  C85 1.090
158 H -17.3672 13.2352 17.6482  C156 1.090
159 C -20.5500 15.2786 23.8716  C34 1.579, H35 1.090, H92 1.090, H138 1.090
160 C -23.8657 11.6887 25.2961  C23 1.516, N27 1.497, C78 1.466, C141 1.621
161 H -24.8820 18.6377 27.9957  C109 1.090
162 H -8.8566 15.3140 16.9914  C3 1.090
163 H -13.3996 13.2404 18.6696  C112 1.090
164 H -23.2569 17.4042 26.2801  C96 1.090
165 H -20.8824 20.4686 25.8056  O18 0.960
166 H -19.8296 12.8424 23.6967  C24 1.090
167 O -17.9266 10.6317 14.9097  N6 1.412, H17 0.960
168 H -9.9153 11.9444 17.0490  C173 1.090
169 H -27.4845 10.9398 24.7981  C147 1.090
170 H -13.7740 14.3991 20.0227  C112 1.090
171 C -23.3524 22.2635 26.2209  H29 1.090, C31 1.612, H113 1.090, H122 1.090
172 C -23.7911 9.7874 27.1816  H64 1.090, H82 1.090, C141 1.517, C176 1.492
173 C -9.1396 12.7042 17.1438  H68 1.090, C127 1.539, H168 1.090, H178 1.090
174 N -18.2429 6.3175 26.9616  O7 1.364, C14 1.465, C129 1.480
175 H -10.3400 15.3813 20.9246  C66 1.090
176 C -25.2555 9.5488 27.0263  H5 1.090, H33 1.090, C120 1.570, C172 1.492
177 H -18.4894 7.8940 14.8147  C26 1.090
178 H -8.2172 12.1902 17.4140  C173 1.090
179 H -22.5813 16.5632 27.5774  C96 1.090
180 H -19.9079 18.5164 27.4863  C39 1.090